Here is a cluster of 10 separate species, C30H66O32P2 in total from the Open Molecules 2025 dataset. Energies are from ωB97M-V with the def2-TZVPD basis set.

Computed properties:
- Highest occupied orbital energy: -0.3547 hartree
- M: 1000.8 u
- HOMO-LUMO gap: 9.89 eV
- Calculated total energy: -116275.42509 eV

Structure (ORCA input):
```
! wB97M-V def2-TZVPD RIJCOSX def2/J DEFGRID3
* xyz 0 1
O -0.5933 2.1513 -2.9374
H 6.2123 3.3179 3.9220
H -2.9557 3.8743 2.2720
H -5.9464 2.3463 0.5372
C -2.9971 2.8560 2.6586
O 4.7882 1.3830 -2.8803
C 2.5114 -4.8371 -0.2266
O -2.3001 2.9672 -1.6150
H -2.4913 -1.2624 -0.7765
H 0.9359 0.9229 -3.6994
H 0.6412 3.7921 5.5153
H -0.9804 -3.1584 -5.5196
O 3.2171 3.4268 5.8819
H 5.6064 3.5086 5.4420
H 2.5757 -4.3667 -6.0410
H -4.2735 3.2682 -2.0214
H -6.3845 8.4435 0.7052
O -0.6207 -3.4373 4.2518
C -6.0557 5.2247 1.5009
C -9.0473 -0.7575 3.4360
H -6.6246 8.0108 2.4476
O 1.9649 -1.8477 -5.8566
C -6.5312 2.9071 1.2662
H -4.1857 -0.7916 4.4999
H 3.0311 -0.4289 2.9864
C 1.0027 -5.7364 4.1390
C 0.8594 3.8914 4.4520
H 7.9470 -1.5623 -2.5108
H 4.2519 -1.8334 3.1133
O 2.8135 -2.0672 1.8195
C 6.9164 -1.8368 -2.2856
O -7.8571 -1.5733 3.3730
O -5.6463 -1.9172 3.5524
O -1.0162 -2.0504 -2.6734
H -5.1311 7.6392 1.7810
O -6.7955 4.2603 1.0377
O -0.0754 1.0060 1.8842
C -3.6128 3.0453 -1.1836
C -4.3526 -1.4821 3.6733
H 2.3407 -0.8624 -1.7658
P 3.3644 -1.6297 -5.1250
H -7.5181 2.4650 1.1290
H -4.1128 -1.0465 2.7033
C -6.6693 -1.0849 3.7972
C 3.2177 -1.5023 3.0193
C 3.2619 3.9620 4.7822
H -9.9044 -1.3773 3.6992
H 3.2721 1.0524 -1.3528
H -3.8466 2.3315 2.2211
H -8.9746 0.0069 4.2096
H 1.3522 -1.8248 -2.7558
C -1.5288 -2.6017 1.6439
H 1.3760 -6.6483 3.6729
O 4.4935 -0.9904 -5.8842
H -1.5354 -2.3815 0.5763
H 4.3549 -4.2944 -6.2274
H -2.5832 -2.6819 1.9084
H 1.3658 0.5974 0.5479
H -9.3321 -0.2403 2.5197
O -2.7845 1.5845 -3.5063
C -1.9552 2.2692 -2.8254
H 0.6892 -6.1502 5.0975
H -6.1517 2.5575 2.2264
C 3.5254 -4.2333 -5.5229
C -3.2524 -0.8206 -1.4196
O -0.9343 -3.9120 2.0046
H 7.5021 3.2849 -1.5192
H 6.2886 4.9050 4.7062
H 1.3058 -1.0368 -7.4880
O -1.6561 2.4216 2.4879
H 2.7161 -1.9299 3.8874
O -2.5443 -3.0596 -4.0945
O -6.3852 6.4187 0.8769
H 2.8833 -2.4130 -2.2243
O 3.5813 -3.1739 -4.6481
H 0.2181 4.6457 3.9961
H 1.9027 -5.1962 4.4327
H -0.7916 -4.2568 -4.2515
H 1.7340 -5.5699 -0.0105
H -3.8304 3.8078 -0.4357
H -3.8813 2.0256 -0.9073
C -1.3347 1.1003 2.0489
H 8.5806 2.6566 -2.7817
C -0.0470 1.3014 -3.9799
H 7.1194 3.0613 -3.2890
H -0.2418 -0.1438 0.1993
P 6.1650 0.5773 -3.0407
O 6.5167 0.4467 -4.5122
H -0.7639 0.4826 -4.0403
H -3.2599 2.8941 3.7157
H 6.7506 -2.7121 -2.9136
C 3.1265 -3.3127 1.5510
O 5.9843 -0.8549 -2.2740
O 4.3306 4.3789 4.1237
H -1.9631 -4.6323 -5.4285
O -3.3086 -1.7749 -2.5283
C 4.2469 1.5086 -1.5252
H -3.6074 -2.2500 3.8810
O 2.3084 -3.5967 0.5111
O -5.1199 5.0409 2.2920
H 4.8816 1.1613 -0.7100
O 2.2059 4.4177 4.1030
O -2.1841 0.2455 1.6652
H 4.0738 2.5746 -1.3771
O -6.5381 0.1083 4.1030
C 2.3930 -1.5272 -2.6280
C 1.2252 -0.7448 -6.4410
H 7.0376 -2.2841 -1.2990
H 0.5898 2.9225 4.0315
O 7.2254 1.3170 -2.1609
C -0.4613 -4.1303 3.2128
H -2.8477 0.1665 -1.6428
C 5.6455 4.0502 4.4969
H -4.2492 -0.6774 -1.0024
O 3.9912 -4.0496 1.9661
H 1.4441 0.2782 -6.1351
C -1.5698 -3.7918 -4.8567
C -2.1671 -2.2559 -3.0793
H 3.4288 -5.4146 -0.1128
O 2.9968 -0.8704 -3.7423
O 0.2117 -5.2433 3.0556
H -0.0357 1.8766 -4.9058
H 2.3397 -4.7316 -1.2978
H 0.7876 -0.8098 1.4313
H 3.7762 -5.1942 -5.0736
C -6.1798 7.7213 1.4956
C 0.4776 0.1286 0.9715
H -1.1532 -1.7852 2.2606
C 7.5635 2.6328 -2.3905
H 0.2342 -0.9754 -6.0501
*
```